The molecule C5H10O2, computed with wB97M-V/def2-TZVPD.

As for the HOMO energy: -8.396 eV. The energy comes out at -346.84344 Ha. The value obtained for the energy relative to the best compared isomer or geometry (same formula, charge and spin) is 114.2 kcal per mole. For the LUMO energy, the calculation gives 0.85 eV. The gap between HOMO and LUMO comes out at 9.2 eV. The calculation puts the max |F| at 1.8 eV/A. Its molar mass is 102.13 u.

Geometry as XYZ:
```
17
Properties=species:S:1:pos:R:3:nbo_charge:R:1
H -0.10 1.50 -0.84 0.207
C -1.92 0.69 0.04 -0.067
O -1.91 -0.65 -0.41 -0.528
H 0.37 0.12 1.76 0.206
H 1.39 -1.63 0.45 0.166
C 0.35 0.08 0.63 -0.180
H -2.45 0.66 1.00 0.186
C -0.66 -0.89 -0.89 -0.054
H 3.34 -1.00 0.87 0.468
C 1.60 -0.58 0.20 -0.099
H -2.47 1.31 -0.67 0.180
H 1.60 -0.50 -0.90 0.157
H -0.50 -1.95 -1.13 0.184
H -0.53 -0.34 -1.87 0.151
C -0.45 1.24 0.16 -0.473
O 2.81 -0.20 0.82 -0.724
H -0.48 2.14 0.79 0.219
```



The molecule C5H10O2, computed with wB97M-V/def2-TZVPD.

As for the HOMO energy: -8.290 eV. The energy comes out at -346.86573 Ha. The value obtained for the energy relative to the best compared isomer or geometry (same formula, charge and spin) is 100.2 kcal per mole. For the LUMO energy, the calculation gives 0.87 eV. The gap between HOMO and LUMO comes out at 9.2 eV. The calculation puts the max |F| at 0.6 eV/A. Its molar mass is 102.13 u.

Geometry as XYZ:
```
17
Properties=species:S:1:pos:R:3:nbo_charge:R:1
H 2.77 0.46 -0.66 0.186
H 0.90 0.26 -2.01 0.218
C -1.14 -0.19 1.48 0.297
H -0.87 -2.15 0.71 0.251
H -2.42 -1.78 1.40 0.251
H 1.04 1.52 1.26 0.484
H -1.47 0.45 -1.20 0.194
C -1.66 -1.39 0.73 -0.810
H -2.07 -1.27 -0.28 0.201
O -0.86 0.86 0.76 -0.507
H -0.44 1.87 -0.92 0.214
H 0.50 -1.06 -0.92 0.209
H 2.05 -0.43 0.68 0.163
C 0.67 0.03 -0.97 -0.464
C 1.87 0.38 -0.05 -0.067
O 1.75 1.62 0.61 -0.720
C -0.60 0.83 -0.67 -0.099
```



A cluster of 2 separate species, C5H10O2 in total, computed with wB97M-V/def2-TZVPD.

As for the HOMO energy: -9.721 eV. The energy comes out at -346.93431 Ha. The value obtained for the energy relative to the best compared isomer or geometry (same formula, charge and spin) is 57.2 kcal per mole. As for the SMILES: C=C[C@@H](C)O.C=O. For the LUMO energy, the calculation gives 0.42 eV. The gap between HOMO and LUMO comes out at 10.1 eV. The calculation puts the max |F| at 0.6 eV/A. Its molar mass is 102.13 u.

Geometry as XYZ:
```
17
Properties=species:S:1:pos:R:3:nbo_charge:R:1
H -0.07 -1.89 1.04 0.196
O -0.31 0.02 -1.77 -0.725
H 2.33 -1.59 0.61 0.198
C 0.28 -1.34 0.16 -0.205
H -1.52 0.80 0.53 0.198
H -2.73 0.19 -0.62 0.222
C -0.81 -0.81 -0.75 0.053
H -1.26 -1.67 -1.26 0.185
H 0.84 1.20 1.50 0.128
H 1.92 -0.67 -0.96 0.211
H 1.91 2.74 1.41 0.117
C 1.20 2.05 0.90 0.294
H 0.02 0.82 -1.35 0.487
C 1.58 -1.19 -0.07 -0.415
O 0.86 2.23 -0.24 -0.527
H -2.32 -0.76 0.83 0.207
C -1.91 -0.11 0.05 -0.624
```



A cluster of 2 separate species, C5H10O2 in total, computed with wB97M-V/def2-TZVPD.

As for the HOMO energy: -7.761 eV. The energy comes out at -346.85118 Ha. The value obtained for the energy relative to the best compared isomer or geometry (same formula, charge and spin) is 109.3 kcal per mole. As for the SMILES: C=C/C=C(/C)O.O. For the LUMO energy, the calculation gives -0.24 eV. The gap between HOMO and LUMO comes out at 7.5 eV. The calculation puts the max |F| at 2.8 eV/A. Its molar mass is 102.13 u.

Geometry as XYZ:
```
17
Properties=species:S:1:pos:R:3:nbo_charge:R:1
H -1.20 -2.32 -1.16 0.229
C -0.26 -0.47 -0.81 0.389
O -1.15 0.52 -0.45 -0.731
O 0.56 3.64 -0.30 -0.929
C 0.89 -0.82 1.43 -0.205
C 0.14 -1.62 2.21 -0.411
H -0.47 -2.38 1.73 0.194
H -1.62 0.29 0.38 0.496
H -0.20 3.05 -0.28 0.469
H 1.12 3.02 -0.78 0.460
H -1.60 -1.10 -2.27 0.217
C 0.89 -0.67 -0.03 -0.362
H 1.85 -0.45 -0.48 0.223
H -0.06 -1.83 -2.52 0.246
H 1.52 -0.07 1.94 0.191
C -0.75 -1.52 -1.73 -0.687
H 0.17 -1.42 3.27 0.212
```



A cluster of 2 separate species, C5H10O2 in total, computed with wB97M-V/def2-TZVPD.

As for the HOMO energy: -8.507 eV. The energy comes out at -346.90854 Ha. The value obtained for the energy relative to the best compared isomer or geometry (same formula, charge and spin) is 73.4 kcal per mole. As for the SMILES: C=C(O)/C=C/C.O. For the LUMO energy, the calculation gives 0.59 eV. The gap between HOMO and LUMO comes out at 9.1 eV. The calculation puts the max |F| at 1.6 eV/A. Its molar mass is 102.13 u.

Geometry as XYZ:
```
17
Properties=species:S:1:pos:R:3:nbo_charge:R:1
H -2.29 1.61 4.65 0.462
O 0.66 -2.32 -0.56 -0.698
C 1.34 -1.13 -0.46 0.292
C 0.50 0.08 -0.64 -0.270
H 0.63 0.95 -0.01 0.215
H -1.40 0.99 -3.25 0.223
H 1.06 -2.90 0.09 0.485
H -3.05 2.49 3.78 0.462
H -0.07 1.86 -2.68 0.220
H 2.98 0.03 -0.32 0.210
C -0.89 1.24 -2.33 -0.660
H -1.01 -0.87 -1.74 0.207
H -1.58 1.93 -1.84 0.218
O -2.79 2.44 4.71 -0.925
H 3.34 -1.84 -0.33 0.207
C 2.67 -1.00 -0.44 -0.511
C -0.51 0.06 -1.50 -0.138
```



A cluster of 2 separate species, C5H10O2 in total, computed with wB97M-V/def2-TZVPD.

As for the HOMO energy: -7.538 eV. The energy comes out at -346.85587 Ha. The value obtained for the energy relative to the best compared isomer or geometry (same formula, charge and spin) is 106.4 kcal per mole. As for the SMILES: C/C=C/C=C/O.O. For the LUMO energy, the calculation gives 0.52 eV. The gap between HOMO and LUMO comes out at 8.1 eV. The calculation puts the max |F| at 3.0 eV/A. Its molar mass is 102.13 u.

Geometry as XYZ:
```
17
Properties=species:S:1:pos:R:3:nbo_charge:R:1
H 2.79 -0.39 -1.67 0.208
C -2.08 -0.39 1.01 0.164
H -3.76 0.54 0.97 0.484
C 2.52 -0.66 -0.65 -0.657
H 0.80 2.72 -0.52 0.470
H 0.67 -0.45 -1.73 0.210
H -0.58 2.46 0.11 0.470
H -2.13 -0.07 2.08 0.180
H 2.77 0.22 -0.09 0.203
C -1.19 -1.20 0.26 -0.339
C 1.02 -0.83 -0.70 -0.197
H 3.20 -1.45 -0.33 0.223
H 0.57 -0.36 1.30 0.194
O -0.12 2.98 -0.54 -0.940
O -3.24 -0.07 0.46 -0.665
H -1.50 -2.05 -0.35 0.233
C 0.25 -0.99 0.39 -0.242
```



A structure of composition C5H10O2, computed with wB97M-V/def2-TZVPD.

As for the HOMO energy: -9.850 eV. The energy comes out at -346.88819 Ha. The value obtained for the energy relative to the best compared isomer or geometry (same formula, charge and spin) is 86.1 kcal per mole. For the LUMO energy, the calculation gives 0.61 eV. The gap between HOMO and LUMO comes out at 10.5 eV. The calculation puts the max |F| at 2.7 eV/A. Its molar mass is 102.13 u.

Geometry as XYZ:
```
17
Properties=species:S:1:pos:R:3:nbo_charge:R:1
H -1.59 1.36 -0.26 0.204
H 1.26 -1.41 0.33 0.494
C 0.01 -0.01 0.19 0.052
O 2.43 -0.69 1.30 -0.671
C -2.41 -0.64 -0.29 -0.605
C 1.27 0.84 -0.04 -0.228
O 0.51 -1.24 -0.29 -0.725
H -3.32 -0.38 -0.85 0.211
C -1.27 0.36 -0.56 -0.406
H -0.20 -0.06 1.27 0.182
H -2.68 -0.66 0.77 0.203
H 1.28 1.46 -0.94 0.241
C 2.46 0.26 0.50 0.179
H -1.07 0.39 -1.64 0.206
H -2.11 -1.65 -0.58 0.225
H 3.39 0.65 0.05 0.166
H 2.03 1.43 1.04 0.273
```



The molecule C5H10O2, computed with wB97M-V/def2-TZVPD.

As for the HOMO energy: -9.406 eV. The energy comes out at -346.91669 Ha. The value obtained for the energy relative to the best compared isomer or geometry (same formula, charge and spin) is 68.2 kcal per mole. As for the SMILES: C=C[C@@H](O)[C@@H](C)O. For the LUMO energy, the calculation gives 0.82 eV. The gap between HOMO and LUMO comes out at 10.2 eV. The calculation puts the max |F| at 1.1 eV/A. Its molar mass is 102.13 u.

Geometry as XYZ:
```
17
Properties=species:S:1:pos:R:3:nbo_charge:R:1
H 3.48 0.37 0.30 0.203
H 0.26 -1.47 -0.43 0.193
H -2.22 -1.59 0.12 0.206
C 0.26 -0.39 -0.21 0.021
H -1.80 -0.47 1.42 0.240
C -2.14 -0.53 0.38 -0.628
O -1.15 1.56 -0.14 -0.717
O 0.41 -0.24 1.21 -0.713
C 1.56 0.24 -0.74 -0.277
H -3.12 -0.06 0.31 0.218
C 2.58 -0.16 0.04 -0.339
H 1.65 0.95 -1.56 0.216
H 2.39 -1.06 0.62 0.207
C -1.13 0.18 -0.51 0.079
H -0.34 1.96 -0.49 0.462
H -1.41 0.05 -1.57 0.160
H 0.72 0.68 1.26 0.469
```



A cluster of 2 separate species, C5H10O2 in total, computed with wB97M-V/def2-TZVPD.

As for the HOMO energy: -9.897 eV. The energy comes out at -346.94103 Ha. The value obtained for the energy relative to the best compared isomer or geometry (same formula, charge and spin) is 53.0 kcal per mole. As for the SMILES: C=CC=O.CCO. For the LUMO energy, the calculation gives 0.29 eV. The gap between HOMO and LUMO comes out at 10.2 eV. The calculation puts the max |F| at 0.5 eV/A. Its molar mass is 102.13 u.

Geometry as XYZ:
```
17
Properties=species:S:1:pos:R:3:nbo_charge:R:1
O -0.09 -0.36 -1.10 -0.721
H -0.96 1.44 -1.40 0.185
C 1.56 0.22 1.38 -0.293
H 2.66 -0.07 -0.51 0.115
C -1.15 0.54 -0.80 -0.066
H -2.54 -0.36 -2.18 0.214
H -2.72 -0.94 -0.52 0.198
H 1.09 0.98 2.00 0.220
C 2.19 0.71 0.12 0.407
H -0.10 -1.05 -0.42 0.463
H 2.07 -1.81 1.09 0.199
C -2.51 -0.06 -1.13 -0.633
C 1.58 -1.07 1.72 -0.349
H 1.12 -1.43 2.63 0.209
H -1.12 0.85 0.26 0.156
O 2.22 1.88 -0.19 -0.519
H -3.32 0.67 -0.96 0.212
```



The molecule C5H10O2, computed with wB97M-V/def2-TZVPD.

As for the HOMO energy: -9.776 eV. The energy comes out at -346.95311 Ha. The value obtained for the energy relative to the best compared isomer or geometry (same formula, charge and spin) is 45.4 kcal per mole. As for the SMILES: C=CC[C@H](O)OC. For the LUMO energy, the calculation gives 1.02 eV. The gap between HOMO and LUMO comes out at 10.8 eV. The calculation puts the max |F| at 0.5 eV/A. Its molar mass is 102.13 u.

Geometry as XYZ:
```
17
Properties=species:S:1:pos:R:3:nbo_charge:R:1
H 0.87 1.31 -0.83 0.228
O -0.99 -0.98 0.75 -0.718
H 0.84 1.13 3.44 0.194
H 0.93 -0.97 -1.99 0.193
C 0.82 0.30 2.74 -0.252
H 1.83 -0.06 2.57 0.165
C 0.02 0.62 -0.80 -0.475
C 0.08 -0.31 -1.97 -0.165
O 0.25 0.80 1.55 -0.546
H -1.79 -0.44 0.75 0.469
H 0.21 -0.51 3.16 0.179
C 0.11 -0.15 0.53 0.382
C -0.83 -0.36 -2.93 -0.390
H 0.98 -0.83 0.52 0.142
H -0.74 -1.04 -3.76 0.199
H -1.69 0.29 -2.93 0.187
H -0.90 1.20 -0.81 0.207
```



The molecule C5H10O2, computed with wB97M-V/def2-TZVPD.

As for the HOMO energy: -9.541 eV. The energy comes out at -346.96378 Ha. The value obtained for the energy relative to the best compared isomer or geometry (same formula, charge and spin) is 38.7 kcal per mole. As for the SMILES: COC(C)(C)C=O. For the LUMO energy, the calculation gives 0.89 eV. The gap between HOMO and LUMO comes out at 10.4 eV. The calculation puts the max |F| at 0.5 eV/A. Its molar mass is 102.13 u.

Geometry as XYZ:
```
17
Properties=species:S:1:pos:R:3:nbo_charge:R:1
H 1.24 1.25 -0.70 0.214
H 0.82 -1.75 1.51 0.222
H -1.08 0.29 -2.15 0.163
H -0.61 -1.35 -2.67 0.200
H -0.94 -1.66 1.67 0.221
O -1.13 1.78 1.34 -0.520
C -0.02 -1.06 1.60 -0.605
H 2.09 -0.07 0.15 0.218
H 1.36 1.29 1.06 0.240
O -0.36 -1.04 -0.70 -0.535
C -0.07 -0.16 0.37 0.141
H -2.18 0.60 0.08 0.119
C -1.23 0.83 0.59 0.423
H 0.09 -0.47 2.51 0.222
H 0.65 -0.15 -2.30 0.170
C 1.23 0.62 0.20 -0.641
C -0.34 -0.52 -2.01 -0.252
```



A structure of composition C5H10O2, computed with wB97M-V/def2-TZVPD.

As for the HOMO energy (spin up / spin down): -7.515 / -7.407 eV. The energy comes out at -346.78525 Ha. The value obtained for the energy relative to the best compared isomer or geometry (same formula, charge and spin) is 150.7 kcal per mole. For the LUMO energy (spin up / spin down), the calculation gives 0.43 / 0.70 eV. The gap between HOMO and LUMO (spin up / spin down) comes out at 7.9 / 8.1 eV. The calculation puts the max |F| at 0.7 eV/A. Its molar mass is 102.13 u.

Geometry as XYZ:
```
17
Properties=species:S:1:pos:R:3:nbo_charge:R:1
C 1.42 -1.71 1.23 -0.657
H 0.95 -2.36 1.97 0.230
H -0.20 0.33 1.10 0.221
H 0.42 2.47 -1.70 0.209
H -1.06 1.52 -1.85 0.205
C 0.41 -0.80 0.62 0.400
H -1.00 2.88 -0.73 0.224
O 0.83 0.00 -0.42 -0.561
H 2.20 -1.11 1.72 0.228
O -0.79 -1.43 0.37 -0.421
C -0.43 2.04 -1.14 -0.652
H -1.22 -0.44 -1.39 0.166
H -2.62 -1.21 -0.38 0.173
H 1.89 -2.32 0.45 0.225
H 0.74 1.79 0.61 0.178
C -1.60 -0.83 -0.46 -0.091
C 0.07 1.17 0.00 -0.077
```



energy relative to the best compared isomer or geometry (same formula, charge and spin) of number 9 (C5H10O2)?
53.0 kcal per mole